A molecular structure, C53H52AlAsBrN4O4PSSi. Source: OMol25; level of theory: ωB97M-V/def2-TZVPD.

CARTESIAN COORDINATES (ANGSTROEM)
1 Al 0.2931 0.7794 -0.0422
2 Br 1.0814 -1.2427 -0.7922
3 O -3.0831 1.9474 0.0699
4 N -2.5564 1.4309 -0.8730
5 O -1.4329 0.8263 -0.5899
6 C -3.0752 5.4205 -1.6995
7 C -2.6925 4.6812 -2.8091
8 C -1.5381 3.9078 -2.7737
9 C -0.7326 3.8652 -1.6342
10 C -1.1499 4.6058 -0.5227
11 C -2.3032 5.3753 -0.5467
12 Si 0.7812 2.7252 -1.5125
13 C 1.0393 2.0288 -3.2563
14 C 2.0023 2.5009 -4.1502
15 C 2.1382 1.9474 -5.4178
16 C 1.3072 0.9106 -5.8189
17 C 0.3365 0.4309 -4.9486
18 C 0.2091 0.9829 -3.6818
19 C 2.2984 3.7966 -1.1038
20 C 2.2103 5.0849 -0.5641
21 C 3.3431 5.7730 -0.1354
22 C 4.5942 5.1798 -0.2343
23 C 4.7067 3.9060 -0.7791
24 C 3.5742 3.2279 -1.2065
25 H -3.9731 6.0255 -1.7322
26 H -3.2979 4.7040 -3.7074
27 H -1.2615 3.3268 -3.6449
28 H -0.5598 4.5649 0.3904
29 H -2.6099 5.9306 0.3328
30 H 2.6549 3.3155 -3.8540
31 H 2.8942 2.3261 -6.0960
32 H 1.4178 0.4766 -6.8053
33 H -0.3189 -0.3777 -5.2514
34 H -0.5547 0.5934 -3.0139
35 H 1.2442 5.5737 -0.5015
36 H 3.2481 6.7758 0.2658
37 H 5.4779 5.7103 0.0991
38 H 5.6806 3.4381 -0.8612
39 H 3.6781 2.2319 -1.6247
40 N -2.5491 2.7708 3.9028
41 C -1.7664 2.7810 2.6664
42 C -0.8170 1.6168 2.6685
43 O -0.7596 0.9209 3.7646
44 O -0.1446 1.3136 1.6975
45 H -3.4363 2.3064 3.7405
46 H -2.7495 3.7042 4.2315
47 H -1.3977 1.3769 4.3740
48 H -1.1905 3.6989 2.5480
49 H -2.3606 2.6704 1.7567
50 N 2.5105 3.2828 2.3005
51 C 2.7232 1.9604 2.4998
52 S 2.8416 0.9344 1.1804
53 N 2.7911 1.5975 3.8006
54 C 2.8211 0.3078 4.4003
55 C 2.1803 0.1765 5.6281
56 C 2.1678 -1.0428 6.2836
57 C 2.8027 -2.1411 5.7221
58 C 3.4643 -1.9996 4.5120
59 C 3.4870 -0.7801 3.8496
60 H 2.6214 3.6142 1.3495
61 H 2.7086 3.9486 3.0313
62 H 2.5759 2.3304 4.4597
63 H 1.6823 1.0329 6.0712
64 H 1.6539 -1.1359 7.2320
65 H 2.7909 -3.0960 6.2313
66 H 3.9750 -2.8448 4.0687
67 H 4.0130 -0.6755 2.9152
68 C -2.4400 -3.7127 1.0043
69 C -3.8243 -4.3488 1.1763
70 As -5.0936 -4.3412 -0.3561
71 C -6.6785 -4.7413 0.7232
72 C -6.7269 -5.7444 1.6893
73 C -7.8793 -5.9555 2.4320
74 C -9.0010 -5.1630 2.2188
75 C -8.9658 -4.1607 1.2604
76 C -7.8087 -3.9546 0.5184
77 C -4.7069 -6.1423 -1.0127
78 C -3.4046 -6.4549 -1.4023
79 C -3.1020 -7.6970 -1.9419
80 C -4.1030 -8.6441 -2.1113
81 C -5.4055 -8.3384 -1.7436
82 C -5.7060 -7.0948 -1.2025
83 P -2.2497 -1.9246 0.4625
84 C -3.6372 -1.2349 1.4626
85 C -4.9785 -1.0704 1.1224
86 C -5.8886 -0.5747 2.0474
87 C -5.4821 -0.2468 3.3329
88 C -4.1519 -0.4233 3.6942
89 C -3.2422 -0.9093 2.7638
90 C -2.7768 -2.0485 -1.2887
91 C -2.0285 -2.9263 -2.0764
92 C -2.2613 -3.0420 -3.4388
93 C -3.2340 -2.2608 -4.0451
94 C -3.9448 -1.3444 -3.2840
95 C -3.7133 -1.2336 -1.9211
96 H -1.8305 -4.2956 0.3101
97 H -1.9282 -3.7560 1.9697
98 H -4.3506 -3.8488 1.9906
99 H -3.6882 -5.3929 1.4669
100 H -5.8613 -6.3762 1.8551
101 H -7.9068 -6.7421 3.1761
102 H -9.9010 -5.3292 2.7979
103 H -9.8383 -3.5428 1.0876
104 H -7.7807 -3.1767 -0.2369
105 H -2.6184 -5.7162 -1.2933
106 H -2.0844 -7.9236 -2.2357
107 H -3.8695 -9.6134 -2.5338
108 H -6.1930 -9.0700 -1.8784
109 H -6.7267 -6.8653 -0.9221
110 H -5.3282 -1.3367 0.1347
111 H -6.9297 -0.4633 1.7687
112 H -6.1985 0.1322 4.0519
113 H -3.8253 -0.2024 4.7054
114 H -2.2039 -1.0548 3.0443
115 H -1.2239 -3.5021 -1.6323
116 H -1.6687 -3.7308 -4.0285
117 H -3.4212 -2.3497 -5.1083
118 H -4.6756 -0.6973 -3.7533
119 H -4.2638 -0.4922 -1.3643

* gap between HOMO and LUMO: 7.33 eV
* HOMO energy: -0.2719 Ha
* 2S+1: 1

=====

A molecular structure, C53H52AsFeN8OS. Source: OMol25; level of theory: ωB97M-V/def2-TZVPD.

CARTESIAN COORDINATES (ANGSTROEM)
1 Fe 1.1379 0.7108 -0.3545
2 C -0.2566 -0.2049 -4.1791
3 C -1.3718 -0.0543 -3.1384
4 C -1.2339 1.0487 -2.0667
5 N 0.1379 1.4589 -1.8074
6 C 0.7539 2.3612 -2.5530
7 C 0.0939 3.1481 -3.5173
8 C 0.5817 4.0258 -4.4691
9 C 1.8841 4.2977 -4.8511
10 C 3.0192 3.7351 -4.2868
11 C 3.1566 2.9454 -3.1624
12 C 2.1960 2.4845 -2.2280
13 N 2.5159 1.9955 -1.0451
14 C 3.9206 1.9762 -0.6562
15 C 4.2218 1.7662 0.8416
16 C 3.1306 1.0464 1.6330
17 N 2.4661 0.0428 0.8305
18 C 2.8897 -1.1992 0.6961
19 C 3.9777 -1.7275 1.4098
20 C 4.3941 -3.0438 1.5636
21 C 3.8543 -4.2131 1.0686
22 C 2.7849 -4.3055 0.1775
23 C 2.0945 -3.3204 -0.4876
24 C 2.1968 -1.9043 -0.4055
25 N 1.6494 -1.0868 -1.2804
26 C 1.1640 -1.6593 -2.5381
27 C 1.1358 -0.6386 -3.6825
28 H -0.6131 -0.9548 -4.8923
29 H -0.1417 0.7188 -4.7529
30 H -2.3097 0.1129 -3.6772
31 H -1.4852 -1.0035 -2.6136
32 H -1.8551 1.9153 -2.3078
33 H -1.6201 0.6581 -1.1256
34 H -0.9833 3.0580 -3.5081
35 H -0.1882 4.5381 -5.0373
36 H 2.0271 4.9736 -5.6842
37 H 3.9537 3.9697 -4.7867
38 H 4.1733 2.6543 -2.9418
39 H 4.4213 1.1849 -1.2288
40 H 4.3835 2.9213 -0.9512
41 H 5.1571 1.2043 0.8960
42 H 4.4009 2.7289 1.3255
43 H 3.5339 0.6257 2.5576
44 H 2.3764 1.7697 1.9289
45 H 4.5590 -1.0005 1.9617
46 H 5.2578 -3.1651 2.2098
47 H 4.3023 -5.1421 1.3973
48 H 2.4702 -5.3168 -0.0635
49 H 1.3191 -3.6639 -1.1586
50 H 1.8347 -2.4781 -2.8169
51 H 0.1781 -2.0968 -2.3711
52 H 1.7262 0.2238 -3.3791
53 H 1.6684 -1.0599 -4.5387
54 S -0.5487 -0.1898 1.2181
55 C -0.6751 1.0768 2.3344
56 N -1.3080 0.7160 3.5220
57 N -1.0321 1.4704 4.5708
58 C 0.2107 2.0098 4.9335
59 C 0.2482 3.0388 5.8694
60 C 1.4657 3.5719 6.2573
61 C 2.6490 3.0832 5.7191
62 C 2.6037 2.0459 4.7966
63 C 1.3931 1.5003 4.4034
64 N -0.2895 2.3409 2.1998
65 N 0.1904 2.6636 1.0156
66 C 0.7310 3.9580 1.0283
67 C 0.6860 4.7150 -0.1430
68 C 1.2733 5.9670 -0.1949
69 C 1.9132 6.4883 0.9238
70 C 1.9362 5.7513 2.1015
71 C 1.3450 4.4998 2.1628
72 H -1.7577 1.4829 5.2711
73 H -0.6778 3.4347 6.2695
74 H 1.4890 4.3806 6.9761
75 H 3.5992 3.5015 6.0229
76 H 3.5231 1.6513 4.3825
77 H 1.3545 0.6783 3.6999
78 H 0.1565 4.3177 -0.9975
79 H 1.2292 6.5396 -1.1132
80 H 2.3824 7.4627 0.8800
81 H 2.4162 6.1564 2.9841
82 H 1.3557 3.9243 3.0797
83 O -1.1312 -2.5821 -0.7940
84 As -2.6721 -2.9563 -0.3664
85 C -2.6714 -4.4649 0.8212
86 C -1.4603 -5.1239 0.9884
87 C -1.4063 -6.2648 1.7774
88 C -2.5569 -6.7390 2.3908
89 C -3.7653 -6.0736 2.2260
90 C -3.8254 -4.9339 1.4386
91 C -3.6845 -1.5507 0.4525
92 C -3.7791 -1.4670 1.8358
93 C -4.4123 -0.3781 2.4147
94 C -4.9386 0.6251 1.6152
95 C -4.8295 0.5496 0.2331
96 C -4.2019 -0.5392 -0.3511
97 C -3.6500 -3.4803 -1.9431
98 C -2.8998 -4.0493 -2.9675
99 C -3.5194 -4.4306 -4.1477
100 C -4.8858 -4.2395 -4.3067
101 C -5.6347 -3.6752 -3.2842
102 C -5.0177 -3.2939 -2.1002
103 H -0.5715 -4.7183 0.5180
104 H -0.4652 -6.7810 1.9165
105 H -2.5130 -7.6289 3.0056
106 H -4.6592 -6.4431 2.7116
107 H -4.7669 -4.4109 1.3127
108 H -3.3309 -2.2289 2.4614
109 H -4.4702 -0.3025 3.4919
110 H -5.4267 1.4775 2.0701
111 H -5.2226 1.3443 -0.3877
112 H -4.0974 -0.5905 -1.4293
113 H -1.8303 -4.1707 -2.8399
114 H -2.9361 -4.8706 -4.9461
115 H -5.3672 -4.5265 -5.2327
116 H -6.6998 -3.5287 -3.4083
117 H -5.6054 -2.8522 -1.3041

* gap between HOMO and LUMO (alpha / beta): 6.33 / 5.82 eV
* HOMO energy (alpha / beta): -0.2317 / -0.2526 Ha
* 2S+1: 6
* expectation value of S²: 8.84

=====

7 unconnected molecules or ions with the total composition C53H54N8S. Source: OMol25; level of theory: ωB97M-V/def2-TZVPD.

CARTESIAN COORDINATES (ANGSTROEM)
1 C -5.4050 -1.8917 2.2197
2 C -4.2477 -0.9887 1.7832
3 C -3.2935 -1.5123 0.9468
4 C -2.1987 -0.7007 0.5534
5 C -2.1410 0.5913 1.0568
6 C -3.1174 1.0837 1.9056
7 C -2.9074 2.5108 2.4306
8 C -1.8521 2.4292 3.5460
9 C -2.2945 1.9234 4.7502
10 C -1.4330 1.7559 5.8118
11 C -0.1207 2.1236 5.6175
12 C 0.3301 2.6638 4.4284
13 C -0.5337 2.8373 3.3474
14 C -0.0215 3.4099 2.0457
15 C -0.5969 4.8223 1.6909
16 C 0.4848 5.9393 1.7112
17 N 0.3513 6.8218 2.8999
18 N 1.7176 3.0560 4.3041
19 C 2.6033 1.9698 4.6376
20 C 3.5686 1.5807 3.7397
21 C 4.4107 0.5338 4.0841
22 C 4.2773 -0.0862 5.3051
23 C 3.3096 0.2852 6.2181
24 C 2.4772 1.3228 5.8571
25 S 1.1359 1.9202 6.8862
26 C -4.1857 0.3012 2.2725
27 H -6.2047 -1.2711 2.6354
28 H -5.7283 -2.5350 1.3962
29 H -5.0242 -2.5360 3.0258
30 H -3.3229 -2.5388 0.5803
31 H -1.3894 -1.0447 -0.0867
32 H -1.2955 1.2024 0.7561
33 H -2.5900 3.1802 1.6248
34 H -3.8486 2.9255 2.8165
35 H -3.3379 1.6300 4.8553
36 H -1.7576 1.3457 6.7647
37 H -0.1681 2.7587 1.1802
38 H 1.0605 3.5332 2.1444
39 H -0.9494 4.7724 0.6461
40 H -1.4803 5.0958 2.2800
41 H 1.5034 5.5382 1.7028
42 H 0.3956 6.5721 0.8169
43 H 0.7474 6.2882 3.6705
44 H -0.6335 6.9521 3.1074
45 H 1.8606 3.7710 5.0238
46 H 3.6375 2.0732 2.7727
47 H 5.1780 0.2068 3.3857
48 H 4.9444 -0.9189 5.5259
49 H 3.1931 -0.2283 7.1677
50 H -4.9565 0.6878 2.9379
51 C -0.9670 0.9745 -4.0901
52 C -1.2592 2.0384 -3.2564
53 C -0.3491 2.3533 -2.2667
54 N 0.7976 1.7005 -2.0652
55 C 1.0634 0.6822 -2.8839
56 C 0.2159 0.2824 -3.9067
57 H -1.6583 0.6886 -4.8722
58 H -2.1754 2.6008 -3.3698
59 H -0.5380 3.1769 -1.5831
60 H 1.9984 0.1656 -2.6959
61 H 0.4760 -0.5570 -4.5375
62 C -6.9163 0.3010 -4.2661
63 C -6.2278 0.4538 -3.0725
64 C -4.9233 0.9046 -3.1251
65 N -4.2844 1.2016 -4.2529
66 C -4.9593 1.0526 -5.3927
67 C -6.2719 0.6079 -5.4547
68 H -7.9411 -0.0501 -4.2704
69 H -6.6926 0.2284 -2.1215
70 H -4.3470 1.0434 -2.2146
71 H -4.4121 1.3018 -6.2959
72 H -6.7741 0.5048 -6.4070
73 C -7.2900 -4.7867 -2.2554
74 C -6.5287 -5.8629 -1.8451
75 C -5.2843 -5.6107 -1.2992
76 N -4.7588 -4.3928 -1.1465
77 C -5.5088 -3.3607 -1.5553
78 C -6.7796 -3.5101 -2.1081
79 H -8.2728 -4.9395 -2.6841
80 H -6.8919 -6.8769 -1.9422
81 H -4.6575 -6.4281 -0.9578
82 H -5.0630 -2.3793 -1.4265
83 H -7.3473 -2.6428 -2.4173
84 C 6.7950 0.7684 -3.6142
85 C 6.3765 -0.5283 -3.8638
86 C 5.1277 -0.9155 -3.4045
87 N 4.3035 -0.1124 -2.7301
88 C 4.7254 1.1319 -2.4984
89 C 5.9540 1.6197 -2.9180
90 H 7.7635 1.1096 -3.9559
91 H 7.0047 -1.2250 -4.4023
92 H 4.7580 -1.9208 -3.5797
93 H 4.0341 1.7611 -1.9464
94 H 6.2432 2.6391 -2.7025
95 C 0.2626 -5.4809 -0.7772
96 C -1.0130 -5.0123 -1.0426
97 C -1.1627 -3.7012 -1.4627
98 N -0.1411 -2.8630 -1.6234
99 C 1.0811 -3.3286 -1.3637
100 C 1.3376 -4.6231 -0.9416
101 H 0.4170 -6.5007 -0.4467
102 H -1.8806 -5.6476 -0.9254
103 H -2.1425 -3.2913 -1.6838
104 H 1.8893 -2.6170 -1.5026
105 H 2.3505 -4.9485 -0.7460
106 C 9.2749 -2.8834 -0.2618
107 C 8.0059 -2.4028 -0.5403
108 C 7.8769 -1.0797 -0.9349
109 N 8.9050 -0.2400 -1.0590
110 C 10.1176 -0.7212 -0.7848
111 C 10.3571 -2.0275 -0.3862
112 H 9.4188 -3.9111 0.0483
113 H 7.1346 -3.0380 -0.4544
114 H 6.9045 -0.6598 -1.1657
115 H 10.9338 -0.0147 -0.8923
116 H 11.3639 -2.3637 -0.1786

* gap between HOMO and LUMO: 8.60 eV
* HOMO energy: -0.2939 Ha
* SMILES: Cc1cccc(Cc2ccc3c(c2CCCN)Nc2ccccc2S3)c1.c1ccncc1.c1ccncc1.c1ccncc1.c1ccncc1.c1ccncc1.c1ccncc1
* 2S+1: 1

=====

A molecular structure, C53H55IrN10O3STe. Source: OMol25; level of theory: ωB97M-V/def2-TZVPD.

CARTESIAN COORDINATES (ANGSTROEM)
1 Ir -0.0441 -0.6384 1.3247
2 C 1.2191 0.4237 5.3887
3 C 1.1775 -0.4620 4.1630
4 O 1.2241 0.1170 3.0461
5 C 1.1420 -1.8404 4.3479
6 C 1.0775 -2.8088 3.3345
7 C 1.4357 -4.2257 3.6957
8 N 0.7675 -2.5415 2.0784
9 N 0.9002 -3.6043 1.2510
10 C 0.6175 -3.5120 0.0124
11 O 0.2438 -2.2819 -0.4374
12 C 0.8816 -4.6674 -0.8503
13 C 0.7841 -4.6550 -2.2455
14 C 1.0941 -5.7803 -2.9914
15 C 1.5130 -6.9494 -2.3773
16 C 1.6404 -6.9679 -0.9932
17 C 1.3327 -5.8511 -0.2438
18 H 0.3672 1.1069 5.3685
19 H 2.1213 1.0376 5.3831
20 H 1.1879 -0.1594 6.3074
21 H 1.2407 -2.2051 5.3607
22 H 1.6352 -4.3009 4.7624
23 H 2.3262 -4.5257 3.1426
24 H 0.6332 -4.9095 3.4199
25 H 0.4743 -3.7592 -2.7581
26 H 1.0153 -5.7296 -4.0708
27 H 1.7499 -7.8284 -2.9641
28 H 1.9867 -7.8665 -0.4963
29 H 1.4314 -5.8728 0.8319
30 C -6.4151 2.3105 0.1925
31 C -4.9637 2.6197 -0.0354
32 C -4.5010 3.9275 -0.1743
33 C -3.1326 4.0811 -0.3220
34 N -2.2911 3.0575 -0.3768
35 C -2.8244 1.8176 -0.3028
36 S -1.8095 0.4433 -0.5879
37 N -4.1368 1.5850 -0.0954
38 H -7.0554 3.0459 -0.2945
39 H -6.6369 2.3218 1.2628
40 H -6.6352 1.3147 -0.1845
41 H -5.1739 4.7746 -0.1681
42 H -2.6819 5.0672 -0.4075
43 C 4.0844 5.4593 -4.0028
44 C 3.4099 4.2959 -3.3248
45 C 2.0528 4.0601 -3.4748
46 C 1.4245 2.9667 -2.8816
47 C -0.0538 2.7924 -3.0890
48 C 2.1797 2.0731 -2.1086
49 Te 1.2003 0.3111 -1.3088
50 N -0.4906 -2.1759 -1.6712
51 C -1.6515 -2.8289 -1.5195
52 O -2.0175 -3.4575 -0.5161
53 C -2.4580 -2.8476 -2.7841
54 C -3.0221 -4.0603 -3.1674
55 C -3.7617 -4.1537 -4.3357
56 C -3.9534 -3.0290 -5.1280
57 C -3.4096 -1.8134 -4.7372
58 C -2.6657 -1.7208 -3.5698
59 C 2.6118 -1.0403 -2.2153
60 C 2.5027 -1.2446 -3.6013
61 C 1.5170 -0.4764 -4.4376
62 C 3.2932 -2.2099 -4.2144
63 C 4.1738 -3.0001 -3.4890
64 C 4.9993 -4.0649 -4.1599
65 C 4.2511 -2.8045 -2.1214
66 C 3.4839 -1.8421 -1.4666
67 C 3.6680 -1.7115 0.0236
68 C 3.5455 2.3313 -1.9072
69 C 4.3874 1.4580 -1.0198
70 C 4.1386 3.4262 -2.5250
71 H 3.3574 6.0778 -4.5286
72 H 4.8219 5.1033 -4.7251
73 H 4.6061 6.0818 -3.2734
74 H 1.4610 4.7435 -4.0762
75 H -0.3987 3.3817 -3.9412
76 H -0.6041 3.1139 -2.2041
77 H -0.3063 1.7443 -3.2540
78 H -2.8726 -4.9245 -2.5327
79 H -4.1916 -5.1029 -4.6331
80 H -4.5332 -3.0984 -6.0408
81 H -3.5682 -0.9332 -5.3488
82 H -2.2684 -0.7675 -3.2418
83 H 0.5097 -0.6848 -4.0729
84 H 1.5816 -0.7755 -5.4852
85 H 1.6972 0.5974 -4.3686
86 H 3.2005 -2.3652 -5.2852
87 H 5.0020 -3.9319 -5.2418
88 H 4.5831 -5.0506 -3.9362
89 H 6.0295 -4.0443 -3.8016
90 H 4.9244 -3.4230 -1.5339
91 H 3.5179 -2.6803 0.5043
92 H 2.9685 -1.0054 0.4660
93 H 4.6842 -1.3812 0.2533
94 H 3.8580 1.2408 -0.0909
95 H 5.3338 1.9476 -0.7834
96 H 4.6097 0.5088 -1.5085
97 H 5.1990 3.6083 -2.3751
98 C -0.3910 2.7227 2.2071
99 C -1.5522 1.8536 2.5225
100 N -1.5664 0.5403 2.4653
101 C -2.8317 0.1194 2.7924
102 C -3.6022 1.2022 3.0543
103 N -2.7840 2.3031 2.8852
104 C -3.1821 3.6779 3.0531
105 N -2.5593 4.2982 4.1914
106 N -1.8125 5.4246 4.0374
107 N -1.3836 5.8048 5.1768
108 C -1.8282 4.9338 6.1328
109 C -1.6306 4.9122 7.5147
110 C -2.2105 3.8757 8.2146
111 C -2.9733 2.8873 7.5764
112 C -3.1821 2.8934 6.2095
113 C -2.5971 3.9401 5.5042
114 H 0.5139 2.1245 2.3016
115 H -0.3342 3.5812 2.8754
116 H -0.4729 3.0844 1.1785
117 H -3.0819 -0.9263 2.7868
118 H -4.6403 1.2971 3.3221
119 H -4.2683 3.6910 3.1545
120 H -2.8976 4.2661 2.1824
121 H -1.0531 5.6863 8.0004
122 H -2.0752 3.8172 9.2869
123 H -3.4136 2.0948 8.1670
124 H -3.7507 2.1127 5.7233

* gap between HOMO and LUMO (alpha / beta): 5.94 / 5.99 eV
* charge: -1
* HOMO energy (alpha / beta): -0.1506 / -0.1526 Ha
* 2S+1: 2
* expectation value of S²: 0.85

=====

Look up the 2S+1 of the third one. 1

=====

Among the records above, which one has the highest 2S+1? C53H52AsFeN8OS